No. 1
Molecular formula: C41H34BrF3IN4O6SbSeSiTi
Method: DFT, ωB97M-V/def2-TZVPD

Calculated values
LUMO (alpha / beta) in eV: 3.2 / 3.2
ΔE to the lowest compared entry with this formula, charge and spin in kcal/mol: 43.5
Net charge: -2
2S+1: 3
DFT total energy in eV: -250490.508
Kohn-Sham gap (alpha / beta) in eV: 3.9 / 5.0

Cartesian coordinates (Å):
Ti -0.47597 -0.16737 0.58850
Br -3.15624 7.75369 2.81056
C -1.50937 6.94950 3.35723
C -0.65623 6.41096 2.40677
C 0.52186 5.80249 2.80794
C 0.89079 5.73238 4.17445
C 0.00832 6.32724 5.10204
C -1.18187 6.91180 4.70513
N 2.08884 5.25301 4.64272
N 2.82212 4.37885 3.97377
C 2.33620 3.38297 3.17448
C 3.26656 2.84298 2.26020
C 2.94206 1.89612 1.30282
C 1.64326 1.40182 1.19129
O 1.25574 0.56975 0.23462
C 0.70084 1.81889 2.16990
N -0.54486 1.22774 2.09438
C -1.43192 1.47180 3.04199
C -1.16039 2.29604 4.12284
C 0.06837 2.93294 4.19587
C 1.02486 2.76081 3.19430
H -0.91060 6.46368 1.35515
H 1.19415 5.39794 2.06317
H 0.27557 6.28917 6.15188
H -1.85727 7.33451 5.43840
H 4.26872 3.25310 2.30485
H 3.68976 1.51342 0.61888
H -2.39087 0.97781 2.93393
H -1.90219 2.44088 4.89650
H 0.28936 3.55118 5.05220
I -5.81534 -1.15312 -1.66420
C -4.34271 -1.61528 -0.25247
C -4.39244 -2.81256 0.43464
C -3.42724 -3.00338 1.40125
C -2.45730 -2.04275 1.61949
N -2.37961 -0.89788 0.90557
C -3.34894 -0.68872 -0.01075
H -5.14476 -3.55885 0.22094
H -3.42326 -3.90407 2.00044
H -1.71526 -2.16058 2.39656
H -3.29321 0.24402 -0.54675
O 2.46441 -2.07656 0.22212
Se 0.98027 -2.35534 0.78097
O 0.45178 -1.32332 1.99692
O -0.19543 -1.90863 -0.37504
O 0.74285 -3.89659 1.21745
F 1.58103 1.59582 -8.51159
C 1.41268 1.08181 -7.26237
C 1.12185 -0.26308 -7.13244
C 0.94995 -0.78171 -5.85583
C 1.06624 0.01938 -4.71563
C 1.35909 1.37129 -4.90575
C 1.53514 1.91887 -6.17819
Sb 0.76765 -0.65741 -2.62443
C -1.10021 -1.59626 -3.28177
C -1.90057 -0.93662 -4.21645
C -3.09528 -1.48085 -4.67518
C -3.49193 -2.70379 -4.18350
F -4.64341 -3.25962 -4.64954
C -2.75988 -3.37714 -3.23058
C -1.56799 -2.81229 -2.78193
C 2.03153 -2.37706 -3.03933
C 1.82071 -3.64293 -2.49749
C 2.72002 -4.68196 -2.71075
C 3.85220 -4.42938 -3.45237
F 4.74095 -5.43866 -3.66784
C 4.12537 -3.18539 -3.97472
C 3.20711 -2.16342 -3.75826
H 1.03176 -0.87975 -8.01824
H 0.71904 -1.83613 -5.74027
H 1.45154 2.01968 -4.03854
H 1.75983 2.96775 -6.32620
H -1.58573 0.02157 -4.61264
H -3.71302 -0.96642 -5.40146
H -3.11398 -4.32426 -2.84176
H -1.02054 -3.32698 -2.00405
H 0.96709 -3.83530 -1.85935
H 2.55419 -5.66398 -2.28709
H 5.04143 -3.02106 -4.52833
H 3.41480 -1.18050 -4.16663
C 0.03115 3.60620 -0.91665
Si -1.48141 2.52282 -1.06050
C -2.12894 2.61780 -2.81733
C -2.77321 3.25255 0.08704
O -1.19334 0.96947 -0.69678
H -0.15671 4.61318 -1.30403
H 0.87680 3.17293 -1.45960
H 0.33374 3.69487 0.13087
H -2.40805 3.64173 -3.08737
H -3.01222 1.98293 -2.94741
H -1.37007 2.27607 -3.52950
H -3.11784 4.22781 -0.27207
H -2.35339 3.39327 1.08759
H -3.65125 2.60469 0.18639

Here are the Löwdin charges for atoms 1 to 6, given in e: 0.793 0.621 -0.722 -0.148 -0.038 -0.363

No. 2
Molecular formula: C2H8N3
Method: DFT, ωB97M-V/def2-TZVPD

Calculated values
LUMO in eV: -4.0
ΔE to the lowest compared entry with this formula, charge and spin in kcal/mol: 55.0
Net charge: +1
2S+1: 1
DFT total energy in eV: -6666.244
Kohn-Sham gap in eV: 9.8

Cartesian coordinates (Å):
C 0.63900 2.61956 0.21358
N 1.01094 1.49352 0.66339
H -0.41066 2.75662 -0.04340
H 1.34963 3.41374 -0.01000
H 1.74880 1.50920 1.36477
H 0.22199 -0.63522 -1.52335
N -0.53490 -0.99048 0.84786
C -0.69860 -1.73112 -0.20462
N -0.41847 -1.41849 -1.45317
H 0.13213 -0.22018 0.92378
H -1.21890 -0.88057 1.58527
H -1.05303 -2.75759 -0.09668
H -0.88848 -1.89491 -2.20330

Here are the Löwdin charges for atoms 1 to 6, given in e: -0.061 -0.013 0.074 0.083 0.072 0.136

No. 3
Molecular formula: C8H14N3O
Method: DFT, ωB97M-V/def2-TZVPD

Calculated values
LUMO in eV: -3.9
ΔE to the lowest compared entry with this formula, charge and spin in kcal/mol: 90.0
Net charge: +1
2S+1: 1
DFT total energy in eV: -15030.386
Kohn-Sham gap in eV: 9.4

Cartesian coordinates (Å):
C -2.51475 -0.07950 0.31055
C -1.28780 1.42180 1.31047
C 0.65714 2.11352 0.59643
C -0.22784 0.43251 -0.64879
C 2.14520 -0.14066 -1.19083
C 0.28822 -1.86281 -1.32100
C 1.19141 -1.04804 0.88289
C 0.83891 -0.61510 -0.47781
N -2.40477 1.36299 1.98114
N -3.17798 0.41961 1.34337
N -1.32023 0.50334 0.20599
O -0.30564 2.21474 1.49792
H -2.98159 -0.57554 -0.50231
H 1.59842 1.62610 0.91306
H 0.81895 3.06074 0.04257
H -0.34769 0.80305 -1.68986
H 2.75063 -1.00718 -1.24563
H 2.72504 0.61726 -0.63721
H 1.85485 0.16351 -2.14271
H -0.65843 -2.23918 -0.96585
H 0.11092 -1.71539 -2.40231
H 0.98825 -2.65928 -1.27374
H 1.87003 -1.80741 1.23238
H 0.23806 -1.38160 1.36414
H 1.32918 -0.09638 1.39552
H -4.17848 0.48891 1.42162

Here are the Löwdin charges for atoms 1 to 6, given in e: 0.012 -0.312 0.034 -0.016 -0.015 -0.024

No. 4
Molecular formula: C21H13Br4N2O3Tl
Method: DFT, ωB97M-V/def2-TZVPD

Calculated values
LUMO in eV: -0.5
Net charge: 0
2S+1: 1
DFT total energy in eV: -315973.869
Kohn-Sham gap in eV: 7.3

Cartesian coordinates (Å):
Tl 0.35579 -0.62906 0.20418
Br -2.72991 -4.39022 2.02502
C -3.08005 -2.54444 2.12815
C -4.19557 -2.11033 2.85774
C -4.48869 -0.78292 2.96814
Br -6.00046 -0.25283 3.97574
C -3.66357 0.18230 2.34549
C -3.87977 1.57470 2.41409
C -3.02037 2.42995 1.79052
C -1.93114 1.89907 1.08398
N -1.69818 0.61049 0.98909
C -2.54061 -0.26610 1.60751
C -2.22116 -1.66855 1.47847
O -1.19441 -2.06294 0.80541
H -4.82386 -2.84728 3.33841
H -4.72939 1.94787 2.96936
H -3.16226 3.50070 1.83033
H -1.23641 2.56343 0.59111
C 0.78814 2.85964 -0.99042
C 1.58396 1.91183 -1.83163
C 2.53195 2.39062 -2.75551
C 3.24044 1.50898 -3.51709
C 3.02123 0.12375 -3.38480
C 3.69440 -0.87365 -4.13046
Br 4.99621 -0.39639 -5.41939
C 3.41071 -2.19042 -3.92759
C 2.44978 -2.58294 -2.98211
Br 2.10178 -4.41759 -2.74858
C 1.74223 -1.67333 -2.21688
O 0.83668 -2.02787 -1.35793
C 2.05585 -0.28286 -2.43787
N 1.36571 0.62217 -1.68511
H 1.04351 3.89519 -1.20455
H 0.97733 2.67506 0.07029
H -0.27518 2.71952 -1.18656
H 2.68572 3.45626 -2.85560
H 3.97303 1.86143 -4.23063
H 3.92580 -2.95252 -4.49540
C 1.01159 -0.58105 3.29662
C 1.73833 -0.65402 1.98234
O 2.90219 -0.82996 1.82176
H 1.70540 -0.61155 4.13681
H 0.32553 -1.43183 3.33448
H 0.40769 0.32767 3.31308

Here are the Löwdin charges for atoms 1 to 6, given in e: 1.195 0.803 -0.608 -0.168 -0.636 0.774

No. 5
Molecular formula: C4H8N2OS
Method: DFT, ωB97M-V/def2-TZVPD

Calculated values
LUMO in eV: -0.4
ΔE to the lowest compared entry with this formula, charge and spin in kcal/mol: 97.2
SMILES: CN(C)/N=C\C(O)=S
Net charge: 0
2S+1: 1
DFT total energy in eV: -20136.621
Kohn-Sham gap in eV: 8.8

Cartesian coordinates (Å):
C -1.63106 -1.21383 -0.53663
C -1.24976 1.05104 -0.21204
C 1.23036 -0.40960 1.15144
C 2.26811 0.20362 0.23646
H -2.38498 -1.04902 0.45037
H -2.20367 -1.34004 -1.51137
H -1.08332 -2.18625 -0.50423
H -2.24609 1.16338 -0.96128
H -1.65400 1.19757 0.96110
H -0.49103 2.00277 -0.46417
H 1.54068 -0.96402 2.05266
H 2.89552 1.69232 -0.75456
N -0.53525 -0.18671 -0.35960
N -0.01142 -0.64768 0.94734
O 2.20110 1.53185 -0.05330
S 3.35481 -0.84539 -0.44220

Here are the Löwdin charges for atoms 1 to 6, given in e: -0.145 -0.198 -0.176 -0.811 0.131 0.084

No. 6
Molecular formula: C6H13NO2S2
Method: DFT, ωB97M-V/def2-TZVPD

Calculated values
LUMO in eV: 0.2
ΔE to the lowest compared entry with this formula, charge and spin in kcal/mol: 22.2
SMILES: CCC[C@@H]([C@H](S)SC)[N+](=O)[O-]
Net charge: 0
2S+1: 1
DFT total energy in eV: -33684.021
Kohn-Sham gap in eV: 9.4

Cartesian coordinates (Å):
C 0.02956 0.31551 3.66745
C 1.71590 -0.97488 -3.60375
C -0.23495 0.89969 2.22221
C -0.11360 -0.14833 1.09826
C -0.32352 0.66322 -0.26208
C -0.09535 -0.38372 -1.46862
N -1.58368 1.34725 -0.41291
O -1.52790 2.52055 -0.25583
O -2.59220 0.71271 -0.64853
S -0.08610 -2.12060 -1.10084
S 1.61090 0.06611 -2.10513
H 1.04909 -0.14629 3.76751
H 0.06268 1.21994 4.29767
H -0.61299 -0.54804 4.08057
H 1.11570 -0.48311 -4.34424
H 1.27455 -1.92379 -3.16848
H 2.72529 -1.24684 -3.93738
H 0.60505 1.70113 2.06943
H -1.19037 1.33052 2.14147
H -0.93555 -0.76665 1.38432
H 0.78152 -0.80662 0.94742
H 0.54161 1.34333 -0.59476
H -0.82474 -0.09989 -2.24892
H -1.39090 -2.47121 -1.52483

Here are the Löwdin charges for atoms 1 to 6, given in e: -0.115 -0.400 -0.249 -0.187 -0.305 -0.883

Which value of 2S+1 does entry 5 give?
1

What is the DFT total energy in the sixth record?
-33684.021 eV